[1]
# C48H70BBr6F13O34Zn

A structure of composition C48H70BBr6F13O34Zn (ωB97M-V with the def2-TZVPD basis set, the Open Molecules 2025 dataset).

Calculated total energy ... -625207.9713 eV

Each line ends with the Löwdin charge.
Element x y z (Å)
Zn -3.323 1.948 -1.496  0.728
B -5.661 2.984 -1.601  -1.433
F -4.838 2.975 -2.729  0.132
F -4.922 2.491 -0.541  0.120
F -5.848 4.337 -1.360  0.148
F -6.742 2.290 -1.837  0.249
C 0.566 0.762 -0.413  -0.040
C -0.800 0.117 -0.456  -0.531
C -0.945 -0.853 0.759  -0.051
O -1.894 1.018 -0.402  -0.276
H 0.950 1.372 -1.230  0.077
H 1.174 -0.140 -0.340  0.060
H 0.703 1.339 0.501  0.063
H -0.781 -0.442 -1.392  0.100
H -1.739 -1.588 0.630  0.061
H -1.110 -0.517 1.782  0.039
H 0.008 -1.378 0.822  0.028
C 4.115 4.084 -0.260  -0.039
C 2.812 3.314 -0.083  -0.310
O 1.973 3.776 -1.039  0.166
C 2.565 4.851 -1.555  -0.524
O 2.184 5.488 -2.551  0.113
O 3.632 5.242 -0.882  0.122
F 2.175 3.496 1.144  0.053
H 4.882 3.504 -0.773  0.123
H 4.597 4.358 0.679  0.151
H 3.078 2.263 -0.190  0.155
C 0.268 -6.262 2.398  -0.029
C -0.307 -5.000 2.854  -0.278
O -1.681 -5.349 2.994  0.140
C -1.861 -6.629 3.023  -0.672
O -2.864 -7.147 3.383  0.189
O -0.748 -7.193 2.741  0.140
F -0.223 -4.077 1.860  0.068
H 1.178 -6.474 2.960  0.156
H 0.469 -6.173 1.330  0.132
H 0.107 -4.598 3.779  0.156
C 2.307 -1.405 -5.493  -0.026
C 3.581 -0.815 -6.118  -0.280
O 4.058 0.121 -5.156  0.143
C 3.076 0.383 -4.273  -0.561
O 3.155 1.224 -3.362  0.120
O 2.086 -0.436 -4.459  0.064
F 3.351 -0.277 -7.345  0.075
H 2.509 -2.350 -4.989  0.128
H 1.466 -1.650 -6.141  0.116
H 4.295 -1.631 -6.230  0.165
C 2.124 -2.954 -0.475  -0.081
C 1.050 -3.288 -1.488  -0.279
O 0.928 -4.695 -1.267  0.160
C 1.949 -5.181 -0.612  -0.544
O 2.246 -6.411 -0.465  0.084
O 2.658 -4.192 -0.089  0.088
F 1.542 -2.978 -2.682  0.101
H 1.642 -2.569 0.424  0.099
H 2.836 -2.221 -0.855  0.139
H 0.169 -2.724 -1.183  0.158
C -2.093 7.262 -1.210  0.002
C -0.706 6.664 -1.279  -0.370
O -0.810 5.365 -0.808  0.168
C -2.096 5.012 -1.087  -0.490
O -2.547 3.883 -1.134  0.134
O -2.848 6.040 -1.352  0.132
F 0.154 7.351 -0.544  0.121
H -2.303 7.850 -2.103  0.141
H -2.388 7.847 -0.339  0.150
H -0.435 6.729 -2.333  0.170
C -0.351 2.703 2.985  -0.037
C -0.879 3.513 1.826  -0.358
O -0.361 4.754 2.086  0.151
C 0.070 4.876 3.322  -0.542
O 0.571 5.899 3.830  0.112
O -0.137 3.732 3.970  0.078
F -2.206 3.556 1.644  0.100
H 0.652 2.346 2.750  0.111
H -0.974 1.869 3.309  0.122
H -0.497 3.101 0.893  0.141
C 3.611 -2.102 2.497  -0.066
C 4.201 -1.603 3.878  -0.288
O 4.960 -0.494 3.425  0.143
C 4.522 -0.097 2.201  -0.492
O 4.850 0.919 1.578  0.122
O 3.611 -0.957 1.666  0.040
F 5.012 -2.561 4.356  0.072
H 2.601 -2.496 2.603  0.107
H 4.294 -2.805 2.019  0.144
H 3.494 -1.514 4.702  0.132
C -0.179 3.885 -5.239  -0.048
C -0.197 2.537 -6.053  -0.341
O -1.224 1.783 -5.448  0.103
C -1.551 2.390 -4.240  -0.376
O -2.258 1.948 -3.337  0.121
O -0.792 3.520 -4.063  0.070
F 0.957 1.974 -5.971  0.135
H -0.820 4.698 -5.580  0.146
H 0.843 4.193 -5.018  0.145
H -0.397 2.650 -7.118  0.171
C 7.049 -0.469 -0.958  -0.087
C 6.005 -0.062 -1.925  -0.278
O 5.881 1.342 -1.550  0.107
C 7.103 1.764 -1.163  -0.515
O 7.504 2.913 -1.179  0.157
O 7.894 0.667 -0.964  0.077
F 4.896 -0.782 -1.613  0.072
H 7.616 -1.335 -1.300  0.149
H 6.618 -0.652 0.027  0.136
H 6.387 -0.236 -2.931  0.180
Br -1.564 -1.525 -4.763  0.790
C -1.411 -1.294 -6.745  -0.599
C -2.099 -2.518 -7.463  -0.656
Br -2.392 -2.202 -9.404  0.590
H -0.387 -1.016 -6.996  0.037
H -1.946 -0.370 -6.969  0.039
H -3.054 -2.735 -6.984  0.043
H -1.542 -3.420 -7.209  0.053
Br 0.511 -0.868 4.463  0.621
C -0.023 -1.584 6.279  -0.569
C 0.738 -2.908 6.578  -0.647
Br 0.181 -3.855 8.255  0.582
H -1.113 -1.607 6.303  0.009
H 0.314 -0.850 7.010  0.057
H 1.815 -2.896 6.745  0.039
H 0.538 -3.620 5.778  0.012
Br -3.430 -1.014 4.574  0.593
C -5.063 -0.021 3.902  -0.632
C -4.568 1.331 3.704  -0.686
Br -5.989 2.283 2.649  0.654
H -5.949 -0.042 4.536  0.075
H -5.293 -0.541 2.972  0.043
H -3.644 1.372 3.127  0.035
H -4.463 1.826 4.669  0.065
O 6.819 2.639 6.749  0.082
C 5.979 3.517 6.820  -0.532
O 4.943 3.633 5.958  -0.007
C 4.789 2.673 4.901  -0.193
C 3.549 2.966 3.987  -0.039
C 6.102 4.609 7.836  0.017
H 4.655 1.720 5.413  0.109
H 5.700 2.482 4.335  0.119
H 3.246 2.096 3.405  0.050
H 3.626 3.799 3.288  0.068
H 2.714 3.238 4.632  0.075
H 6.395 4.098 8.753  0.090
H 5.161 5.138 7.985  0.085
H 6.880 5.289 7.490  0.095
O -4.335 0.322 -2.142  0.055
C -5.002 -0.630 -2.588  -0.401
O -4.599 -1.898 -2.709  0.015
C -3.361 -2.380 -2.201  -0.262
C -3.152 -3.833 -2.602  -0.058
C -6.479 -0.466 -2.804  0.048
H -3.401 -2.274 -1.117  0.120
H -2.477 -1.785 -2.429  0.023
H -2.724 -4.004 -3.590  0.046
H -4.118 -4.332 -2.688  0.059
H -2.597 -4.390 -1.848  0.085
H -7.054 0.119 -2.086  0.096
H -7.008 -1.401 -2.993  0.087
H -6.520 0.147 -3.705  0.104
O -5.905 -2.673 0.996  0.078
C -5.261 -3.723 0.894  -0.439
O -5.474 -4.718 -0.021  -0.041
C -6.565 -4.728 -0.885  -0.253
C -6.353 -6.034 -1.586  -0.074
C -4.225 -4.170 1.963  0.028
H -6.435 -3.909 -1.592  0.114
H -7.555 -4.718 -0.430  0.135
H -6.245 -6.823 -0.842  0.088
H -5.387 -6.086 -2.088  0.064
H -7.122 -6.180 -2.343  0.085
H -3.958 -5.223 2.054  0.061
H -4.586 -3.959 2.970  0.084
H -3.311 -3.584 1.873  0.064

---

[2]
# C10H30BBeF4O5S5

A structure of composition C10H30BBeF4O5S5 (ωB97M-V with the def2-TZVPD basis set, the Open Molecules 2025 dataset).

Total charge ... +1
ΔE to the lowest compared entry with this formula, charge and spin ... 0.0 kJ/mol
Calculated total energy ... -87212.1530 eV

Each line ends with the Löwdin charge.
Element x y z (Å)
Be 2.370 -0.732 -0.029  1.020
B -0.211 -0.658 -0.841  -1.294
F -0.003 0.325 0.137  0.108
F -1.468 -0.482 -1.370  0.171
F 0.869 -0.508 -1.741  0.122
F 0.031 -1.903 -0.216  0.063
C 3.513 0.806 -4.353  -0.253
S 3.597 1.790 -2.863  0.878
O 3.043 0.920 -1.768  -0.593
C 2.575 3.214 -3.415  -0.218
H 3.856 1.503 -5.128  0.060
H 2.516 0.460 -4.616  0.071
H 4.257 0.016 -4.424  0.061
H 1.977 3.675 -2.629  0.047
H 1.871 2.934 -4.198  0.058
H 3.237 3.991 -3.794  0.060
C -3.659 -1.883 1.093  -0.260
S -3.660 -2.477 2.793  0.788
O -3.253 -1.424 3.761  -0.545
C -5.390 -3.016 2.976  -0.258
H -4.361 -1.066 0.933  0.043
H -3.771 -2.715 0.403  0.063
H -2.646 -1.481 1.054  0.033
H -5.692 -4.029 2.694  0.053
H -6.018 -2.420 2.311  0.043
H -5.670 -2.982 4.028  0.052
C 2.031 -4.640 2.690  -0.215
S 1.374 -3.939 1.160  0.917
O 2.434 -2.996 0.600  -0.568
C 1.482 -5.365 0.050  -0.214
H 1.198 -4.978 3.307  0.066
H 2.454 -3.778 3.202  0.062
H 2.692 -5.475 2.475  0.061
H 0.718 -6.070 0.374  0.068
H 2.475 -5.816 0.085  0.065
H 1.346 -5.034 -0.977  0.064
C -3.369 2.027 1.229  -0.244
S -3.656 3.337 -0.010  0.818
O -2.574 4.359 0.108  -0.573
C -3.261 2.385 -1.489  -0.262
H -3.696 2.349 2.217  0.054
H -2.303 1.813 1.303  0.047
H -3.949 1.131 1.017  0.028
H -3.336 3.031 -2.361  0.051
H -3.965 1.556 -1.552  0.054
H -2.230 2.036 -1.426  0.042
C 1.344 3.553 0.944  -0.215
S 2.678 2.473 1.465  0.960
O 2.446 1.219 0.640  -0.577
C 4.027 3.339 0.627  -0.211
H 1.284 4.479 1.506  0.077
H 0.399 3.003 0.961  0.059
H 1.384 3.671 -0.143  0.060
H 3.766 4.393 0.698  0.066
H 3.899 3.116 -0.434  0.022
H 4.995 2.960 0.936  0.065

---

[3]
# C3H11NO2

A cluster of 2 separate species, C3H11NO2 in total (ωB97M-V with the def2-TZVPD basis set, the Open Molecules 2025 dataset).

ΔE to the lowest compared entry with this formula, charge and spin ... 125.2 kJ/mol
Calculated total energy ... -8873.1921 eV
SMILES string ... C[C@H](O)CN.O

Each line ends with the Löwdin charge.
Element x y z (Å)
C -0.025 1.166 1.803  -0.023
C -0.589 -0.001 0.789  -0.438
O 0.298 -1.081 0.450  -0.047
C -1.039 0.736 -0.380  -0.291
N -1.937 -0.182 -1.144  -0.022
H 0.720 1.574 1.140  0.060
H -0.865 1.819 2.032  0.067
H 0.456 0.765 2.690  0.064
H -1.508 -0.339 1.245  0.128
H 0.630 -0.905 -0.457  0.063
H -1.630 1.633 -0.075  0.121
H -0.227 1.114 -1.053  0.134
H -1.904 -1.206 -0.884  0.087
H -1.465 -0.432 -2.027  0.055
O 2.736 -1.333 -1.157  -0.064
H 2.629 -1.899 -1.923  0.033
H 3.721 -1.428 -1.049  0.072